# H10O5

5 unconnected molecules or ions with the total composition H10O5 at a distorted geometry (the ωB97M-V functional and the def2-TZVPD basis, OMol25).

Structure (XYZ):
```
15
Properties=species:S:1:pos:R:3:forces:R:3:lowdin_charge:R:1
O -0.33872 1.48853 0.78155 2.9 -0.6 0.1 0.14
O -0.71606 -3.55474 -0.32682 2.0 3.8 -0.1 0.07
O 1.57782 0.32367 2.80225 1.2 -0.3 -2.0 0.06
O -2.30334 -0.45648 -1.23182 1.7 3.4 1.1 -0.07
O 1.41936 1.40480 -1.73699 -1.8 -1.7 0.0 0.07
H -0.50293 0.56992 0.50020 -0.5 0.0 -0.2 0.07
H -1.25124 -2.95815 -0.92206 0.0 -1.0 0.5 0.08
H 1.77061 0.79517 3.60798 -0.9 0.2 0.7 0.08
H -2.65088 -0.47573 -2.09595 -1.1 -0.9 -1.9 0.01
H 2.05907 1.50514 -1.07345 1.7 0.1 1.4 0.03
H 0.69155 1.46817 0.83659 -2.1 0.5 0.0 0.11
H 0.03747 -2.83081 -0.11458 -2.0 -2.7 -0.4 0.15
H 0.69872 0.03660 2.56977 -0.6 0.1 1.3 0.04
H -2.03048 0.54149 -1.30171 -0.6 -2.5 0.8 0.10
H 1.53905 2.14243 -2.29497 0.1 1.5 -1.3 0.05
```
Forces are in eV/Å.

- expectation value of S² = 0.76
- Kohn-Sham gap (spin up / spin down) (eV) = 11.7 / 2.7
- electronic energy (eV) = -10387.2761
- highest occupied orbital energy (spin up / spin down) (eV) = -15.76 / -14.42
- spin multiplicity = 2
- total charge = +1